1.
Entry from OMol25: C12H21GeN4ReS2 as an isolated structure (ωB97M-V/def2-TZVPD).

The HOMO-LUMO gap (alpha / beta) comes out at 7.092 / 7.090 eV. The calculation puts the LUMO energy (alpha / beta) at -0.3756 / -0.3818 Eh. The spin multiplicity is 2. As for the expectation value of S²: 0.76. The charge is +3.

Atoms and positions in Å:
Re: 0.06 -0.23 -0.19
N: 1.96 -0.47 0.78
N: 3.14 -0.26 0.01
C: 3.03 0.29 -1.21
N: 4.09 0.52 -1.94
S: 1.44 0.67 -1.81
H: 1.95 0.21 1.53
H: 2.04 -1.40 1.20
H: 4.03 -0.49 0.43
H: 5.03 0.31 -1.64
H: 3.99 0.96 -2.85
S: -2.36 -3.99 -0.84
C: -1.29 -2.72 -1.02
N: -1.24 -1.85 -0.01
C: -2.13 -2.22 1.01
C: -2.34 -1.56 2.22
C: -3.25 -2.09 3.10
C: -3.97 -3.26 2.79
C: -3.77 -3.92 1.59
C: -2.84 -3.38 0.71
H: -0.68 -2.63 -1.91
H: -1.77 -0.67 2.48
H: -3.43 -1.61 4.05
H: -4.67 -3.66 3.51
H: -4.32 -4.82 1.35
C: -2.41 2.92 -2.33
Ge: -3.54 2.55 -0.83
C: -3.99 3.88 0.46
C: -4.24 0.77 -0.64
C: -0.52 1.30 0.65
H: -3.05 3.17 -3.18
H: -1.83 2.03 -2.59
H: -1.76 3.77 -2.13
H: -4.93 4.35 0.16
H: -3.22 4.65 0.52
H: -4.15 3.41 1.44
H: -5.26 0.75 -1.04
H: -4.28 0.49 0.41
H: -3.64 0.06 -1.21
H: -0.72 1.36 1.73
H: -0.56 2.26 0.14


2.
Entry from OMol25: a 9-piece molecular cluster, C27H72O9 overall (ωB97M-V/def2-TZVPD).

The HOMO-LUMO gap comes out at 10.079 eV. The calculation puts the LUMO energy at 0.0194 Eh. The structure (SMILES) is CC(C)O.CC(C)O.CC(C)O.CC(C)O.CC(C)O.CC(C)O.CC(C)O.CC(C)O.CC(C)O. The charge is 0.

Atoms and positions in Å:
C: -3.87 1.54 2.31
C: -4.74 0.56 1.57
C: -5.25 -0.61 2.43
O: -5.82 1.30 1.04
H: -3.48 2.28 1.63
H: -3.02 0.99 2.76
H: -4.41 2.02 3.13
H: -4.16 0.10 0.76
H: -4.50 -1.18 3.02
H: -5.71 -1.33 1.76
H: -5.92 -0.28 3.18
H: -6.42 0.72 0.59
C: -0.82 0.17 0.78
C: -0.67 0.14 -0.72
C: 0.24 1.24 -1.27
O: -0.21 -1.16 -1.06
H: -1.55 -0.54 1.17
H: -1.06 1.17 1.05
H: 0.14 -0.14 1.21
H: -1.66 0.31 -1.17
H: 0.16 1.24 -2.36
H: 1.27 1.14 -0.89
H: -0.05 2.22 -0.90
H: -0.32 -1.22 -2.05
C: 1.18 -4.84 -1.09
C: -0.27 -4.93 -0.50
C: -0.30 -4.74 0.98
O: -1.17 -3.96 -1.11
H: 1.75 -5.77 -0.80
H: 1.73 -3.96 -0.76
H: 1.15 -4.82 -2.15
H: -0.71 -5.88 -0.77
H: 0.29 -3.87 1.34
H: 0.05 -5.66 1.51
H: -1.31 -4.68 1.42
H: -0.96 -3.03 -0.92
C: 3.17 -1.49 1.04
C: 4.49 -1.01 1.70
C: 5.72 -1.77 1.22
O: 4.76 0.32 1.44
H: 3.08 -2.59 1.06
H: 3.08 -1.25 -0.08
H: 2.30 -1.06 1.57
H: 4.46 -1.12 2.79
H: 5.79 -1.69 0.12
H: 5.68 -2.82 1.49
H: 6.60 -1.23 1.61
H: 4.04 0.93 1.74
C: -2.18 -1.74 4.06
C: -0.68 -1.99 4.40
C: 0.17 -0.77 4.11
O: -0.56 -2.38 5.76
H: -2.20 -1.61 3.00
H: -2.53 -0.84 4.57
H: -2.82 -2.53 4.40
H: -0.41 -2.87 3.75
H: 0.37 -0.78 3.00
H: 1.13 -0.91 4.54
H: -0.29 0.14 4.53
H: 0.32 -2.58 6.12
C: 2.02 2.35 4.23
C: 1.40 2.50 2.87
C: 1.23 3.82 2.26
O: 2.29 1.58 2.03
H: 2.99 2.79 4.37
H: 2.06 1.30 4.40
H: 1.31 2.69 4.97
H: 0.44 2.00 2.93
H: 0.54 4.43 2.89
H: 0.75 3.74 1.25
H: 2.16 4.38 2.18
H: 1.81 1.18 1.31
C: -1.16 5.58 -2.57
C: -0.74 6.31 -1.31
C: -1.78 6.28 -0.21
O: 0.42 5.62 -0.74
H: -1.03 4.50 -2.34
H: -0.53 5.76 -3.46
H: -2.22 5.78 -2.69
H: -0.47 7.34 -1.47
H: -2.14 5.24 -0.08
H: -2.60 6.96 -0.47
H: -1.30 6.54 0.73
H: 0.83 6.11 -0.03
C: 3.10 1.08 -4.47
C: 2.89 -0.34 -4.73
C: 2.96 -1.34 -3.59
O: 1.53 -0.58 -5.39
H: 2.39 1.44 -3.73
H: 2.83 1.69 -5.35
H: 4.13 1.37 -4.19
H: 3.57 -0.68 -5.50
H: 2.28 -1.16 -2.82
H: 3.95 -1.24 -3.17
H: 2.81 -2.30 -4.02
H: 1.48 0.12 -6.05
C: -1.56 -3.13 -4.66
C: -1.79 -1.62 -4.53
C: -3.06 -1.32 -3.71
O: -0.65 -1.09 -3.84
H: -1.59 -3.62 -3.68
H: -0.55 -3.28 -4.99
H: -2.19 -3.74 -5.28
H: -1.83 -1.09 -5.51
H: -3.08 -1.71 -2.70
H: -3.85 -1.89 -4.25
H: -3.28 -0.25 -3.57
H: 0.11 -1.01 -4.40


3.
Entry from OMol25: the molecule C5H9N3 (ωB97M-V/def2-TZVPD).

The HOMO-LUMO gap comes out at 9.480 eV. The calculation puts the LUMO energy at 0.0305 Eh. The structure (SMILES) is C#CCNN/C=N\C. The charge is 0.

Atoms and positions in Å:
C: -1.32 0.41 -2.41
C: 0.37 1.36 -0.95
C: 1.28 -0.79 1.41
C: 0.23 -1.78 1.44
C: -0.92 -2.30 1.38
H: -1.70 0.52 -3.48
H: -1.14 -0.65 -2.18
H: -2.18 0.94 -1.78
H: 1.26 2.00 -1.10
H: -0.83 0.21 0.10
H: 0.34 0.94 2.25
H: 2.06 -0.76 0.66
H: 1.76 -0.83 2.42
H: -1.80 -2.83 1.74
N: -0.17 1.17 -2.11
N: -0.02 0.87 0.23
N: 0.82 0.67 1.33


4.
Entry from OMol25: the molecule C21H23N3O4S2 (ωB97M-V/def2-TZVPD).

The HOMO-LUMO gap comes out at 8.658 eV. The calculation puts the LUMO energy at 0.0119 Eh. The structure (SMILES) is O=C(c1ccc(NC2=N[C@@H]3CS(=O)(=O)C[C@@H]3S2)cc1)N(CCO)Cc1ccccc1. The charge is 0.

Atoms and positions in Å:
O: 2.13 -3.41 -1.49
C: 1.75 -2.93 -0.44
N: 1.54 -3.68 0.67
C: 1.08 -3.12 1.93
C: -0.20 -2.34 1.79
C: -1.27 -2.86 1.07
C: -2.43 -2.13 0.91
C: -2.55 -0.88 1.48
C: -1.50 -0.36 2.22
C: -0.34 -1.09 2.38
H: 0.48 -0.68 2.95
H: -1.59 0.62 2.67
H: -3.45 -0.30 1.34
H: -3.25 -2.55 0.34
H: -1.17 -3.84 0.61
H: 1.85 -2.49 2.38
H: 0.90 -3.97 2.61
C: 1.85 -5.09 0.61
H: 1.07 -5.66 1.13
H: 1.86 -5.37 -0.44
C: 3.22 -5.40 1.23
O: 3.53 -6.77 1.16
H: 3.58 -7.02 0.23
H: 3.22 -5.16 2.30
H: 3.98 -4.79 0.73
C: 1.46 -1.47 -0.30
C: 0.35 -0.92 -0.92
C: 0.04 0.42 -0.78
C: 0.87 1.24 -0.02
C: 2.03 0.71 0.56
C: 2.32 -0.64 0.42
H: 3.21 -1.04 0.87
H: 2.69 1.35 1.12
N: 0.60 2.59 0.21
C: -0.44 3.31 -0.23
N: -1.44 2.91 -0.89
C: -2.38 3.91 -1.28
C: -2.45 3.95 -2.80
H: -3.37 4.37 -3.19
H: -2.25 2.97 -3.23
S: -1.13 5.12 -3.21
O: -1.33 5.71 -4.50
O: 0.16 4.56 -2.92
C: -1.62 6.27 -1.89
C: -1.94 5.33 -0.74
H: -2.70 5.75 -0.08
S: -0.45 5.04 0.26
H: -2.50 6.80 -2.25
H: -0.82 6.96 -1.66
H: -3.36 3.65 -0.86
H: 1.31 3.10 0.71
H: -0.83 0.85 -1.24
H: -0.29 -1.55 -1.52